Record 1
Density functional theory data (the ωB97M-V functional and the def2-TZVPD basis) for C4H5N3O in the gas phase.

The HOMO energy comes out at -8.7254 eV. Its total energy is -10739.42436 eV. Its structure (SMILES) is C#CC(/C=N\N)=N\O. For the orbital gap, the calculation gives 8.619 eV. The value obtained for the relative energy (zero: lowest compared OMol25 entry of this formula, charge and spin) is 790.25 kJ/mol.

Cartesian coordinates (Å):
O: -1.1351 -1.5657 -1.1430
N: 0.1265 1.7484 1.4806
N: -0.8865 -0.2143 -0.5614
N: -1.1808 1.9056 1.4883
C: 0.7377 0.8497 0.7784
C: 1.2566 -1.0899 -0.7628
C: 0.3239 -0.2334 -0.2369
C: 1.9814 -2.0085 -1.2070
H: -2.1457 -1.4267 -1.6949
H: 2.5365 -3.1237 -1.3818
H: -1.8671 1.5940 0.7709
H: -1.5900 2.6312 1.9704
H: 1.8425 0.9333 0.4992

***

Record 2
Density functional theory data (the ωB97M-V functional and the def2-TZVPD basis) for C12H7CrN3O10 as an isolated structure.

The HOMO energy (spin up / spin down) comes out at -13.1577 / -13.1570 eV. The spin multiplicity is 4. Its total energy is -65916.73488 eV. The net charge is +1. For the orbital gap (spin up / spin down), the calculation gives 6.234 / 6.502 eV.

Cartesian coordinates (Å):
Cr: -0.1307 0.7910 0.1963
O: -0.6965 2.4169 0.6789
O: -5.0520 -3.3322 0.0377
O: 2.0696 2.2888 -2.9141
O: -1.7068 2.9549 1.1248
O: -0.7416 -2.7693 -1.4110
O: 1.7331 -0.6454 3.3548
O: 0.3417 1.6853 -1.6287
O: 0.1477 0.0036 1.8784
O: 0.1459 -0.8141 -0.7750
O: -3.1578 -3.9754 -0.9400
N: -3.2670 0.3490 0.6234
N: -2.0549 0.0821 0.1030
N: 1.8228 0.9534 0.2995
C: 3.8697 1.4397 -0.7483
C: -0.8425 -1.6869 -0.9004
C: 3.7975 0.3951 1.4332
C: 2.5044 1.4309 -0.7418
C: 1.5514 1.8320 -1.8181
C: 1.4026 -0.1337 2.3338
C: 4.5236 0.9184 0.3791
C: -4.0721 -0.7160 0.5271
C: -3.3643 -1.7318 -0.0756
C: -2.1134 -1.1823 -0.3176
C: 2.4124 0.4224 1.3508
C: -3.9425 -3.0879 -0.3345
H: -3.4720 1.2598 1.0067
H: -2.2720 -3.6196 -1.1444
H: -5.0943 -0.7062 0.8722
H: 1.3736 2.4811 -3.5697
H: 4.4126 1.8261 -1.5999
H: 4.2665 -0.0419 2.3042
H: 5.6052 0.9123 0.4154

***

Record 3
Density functional theory data (the ωB97M-V functional and the def2-TZVPD basis) for a 2-piece molecular cluster, C5H14O2 overall.

The HOMO energy comes out at -10.0878 eV. Its total energy is -9506.21136 eV. Its structure (SMILES) is CCOC.CCO. For the orbital gap, the calculation gives 11.073 eV. The value obtained for the relative energy (zero: lowest compared OMol25 entry of this formula, charge and spin) is 76.07 kJ/mol.

Cartesian coordinates (Å):
O: -0.6790 -0.3555 3.8581
O: -0.9617 1.9780 0.8621
C: 0.1092 1.6617 -0.0288
C: 1.4740 1.9290 0.5806
C: -1.6124 -1.4236 3.8892
C: -0.5473 0.2465 5.1272
C: -1.7025 -2.0195 2.5016
H: 0.0355 0.6093 -0.3643
H: -2.4222 -2.8553 2.4906
H: -0.8618 1.4135 1.6570
H: -1.2820 -2.1844 4.6223
H: -0.0534 2.3087 -0.9122
H: -1.5039 0.6699 5.4767
H: 2.2688 1.7222 -0.1557
H: 1.5503 2.9839 0.8936
H: -2.5991 -1.0450 4.2185
H: -2.0372 -1.2575 1.7778
H: -0.7174 -2.3992 2.1824
H: 1.6363 1.2875 1.4630
H: -0.1841 -0.4718 5.8814
H: 0.1875 1.0641 5.0375

***

Record 4
Density functional theory data (the ωB97M-V functional and the def2-TZVPD basis) for C19H28BF4O2Pr as an isolated structure.

The HOMO energy (spin up / spin down) comes out at -8.0839 / -8.1024 eV. The spin multiplicity is 3. Its total energy is -49873.67261 eV. For the orbital gap (spin up / spin down), the calculation gives 8.244 / 8.263 eV.

Cartesian coordinates (Å):
Pr: -0.8428 -0.9742 2.3830
F: -1.1785 -4.3672 4.6157
F: -1.3095 -2.0508 4.5590
F: 0.0609 -3.1226 3.0442
F: 0.6228 -3.0770 5.3285
O: 0.3193 -1.4840 0.2280
O: 0.6891 1.0279 -3.3598
C: 0.5960 1.9330 -4.5063
C: 1.3467 0.3896 -0.8426
C: -3.5176 -1.6702 2.8949
C: -3.0149 -1.4470 0.6589
C: -0.3589 0.7573 4.5783
C: 2.0256 1.6091 -5.0221
C: -0.1975 1.5144 3.3786
C: -3.2849 -2.3897 1.6873
C: -0.5238 1.4418 -5.3969
C: 2.0767 0.7311 -3.7803
C: 0.0583 -0.1089 -0.2083
C: 0.4415 3.3827 -4.0796
C: 1.6703 -1.8951 -0.2662
C: -3.1297 -0.1331 1.2194
C: -3.4296 -0.2772 2.6114
C: 1.9988 -0.9008 -1.3729
C: 0.7941 -0.0609 4.7321
C: 1.0633 1.1702 2.8115
C: 1.6829 0.2047 3.6629
B: -0.4331 -3.2441 4.4810
H: 2.6963 -0.1833 3.5586
H: 3.0781 -0.7699 -1.4881
H: 2.0796 1.0298 -5.9513
H: -0.5240 3.4935 -3.5670
H: -2.8351 -1.6878 -0.3896
H: -0.7984 -0.1576 -0.9008
H: 2.7208 2.4519 -4.9779
H: -3.6229 0.5355 3.3161
H: -0.5829 2.0011 -6.3424
H: 1.5531 -1.2157 -2.3349
H: -1.1762 0.8437 5.2954
H: -3.3933 -3.4663 1.5686
H: 1.2503 3.6980 -3.4043
H: -3.0905 0.8062 0.6674
H: 2.2061 -0.3444 -3.9734
H: 2.3821 -1.7585 0.5716
H: -0.2292 0.5737 0.6367
H: 2.0412 0.8208 -0.1065
H: 1.5279 1.6378 1.9468
H: 1.5996 -2.9549 -0.5535
H: 1.0007 -0.7237 5.5645
H: 0.4481 4.0622 -4.9423
H: 2.8253 1.0789 -3.0455
H: 1.1385 1.1462 -1.5895
H: -1.4583 1.5777 -4.8405
H: -3.7981 -2.1222 3.8443
H: -0.3880 0.3775 -5.6223
H: -0.8761 2.2905 3.0200

***

Record 5
Density functional theory data (the ωB97M-V functional and the def2-TZVPD basis) for C27H24MnN4O9P as an isolated structure.

The HOMO energy (spin up / spin down) comes out at -4.8772 / -5.1352 eV. The spin multiplicity is 6. Its total energy is -93385.03380 eV. The net charge is -1. For the orbital gap (spin up / spin down), the calculation gives 6.822 / 7.057 eV. The value obtained for the relative energy (zero: lowest compared OMol25 entry of this formula, charge and spin) is 26.06 kJ/mol.

Cartesian coordinates (Å):
Mn: 0.7557 0.2949 -0.5732
P: 3.2895 0.7014 -0.9060
O: 0.6292 2.3210 -0.7796
O: -0.9454 0.0743 -1.7294
O: 2.8928 -3.4976 -0.9677
O: -3.2892 -5.4667 -3.3841
O: -2.8557 -0.8658 -2.3734
O: -1.7387 -6.8934 -2.9342
O: 2.1651 -5.4834 -0.5336
O: 0.9495 -1.7231 -0.7900
O: 1.6461 -0.7551 1.8088
N: -2.1890 -5.7580 -2.9482
N: -0.4300 0.8458 1.3061
N: 2.0061 -4.3459 -0.9575
N: -1.3456 1.7225 1.2975
C: 0.6083 -0.8327 2.6954
C: -1.8574 4.8033 -1.4796
C: -1.5388 -0.0069 3.3768
C: -3.6584 3.2544 1.3866
C: -0.4850 0.0137 2.4795
C: 0.2338 -2.6078 -1.3502
C: -0.4466 -1.7000 4.6768
C: -0.1189 -4.9931 -1.9090
C: -2.8585 4.5444 -0.4822
C: 3.6798 2.2383 -1.8105
C: 0.6651 -3.9660 -1.4215
C: -1.4570 2.6723 0.3208
C: 4.2325 -0.5321 -1.8687
C: -1.5285 -0.8562 4.4713
C: 2.5563 -1.8475 1.7806
C: -4.0173 5.3360 -0.4065
C: -1.8284 -3.3662 -2.4112
C: 0.6228 -1.6882 3.7926
C: -4.7811 4.0404 1.4493
C: -0.4792 2.9584 -0.6627
C: -1.6915 -0.9293 -2.0030
C: -1.0686 -2.3384 -1.9100
C: -4.9744 5.0976 0.5458
C: -2.6570 3.4853 0.4184
C: 4.3253 0.9122 0.6041
C: -0.7344 4.0684 -1.5647
C: -1.3620 -4.6826 -2.4038
H: 3.1228 -1.7621 0.8573
H: 5.2968 -0.2899 -1.8857
H: 3.2295 -1.8169 2.6434
H: 4.7594 2.3735 -1.9081
H: 3.2396 3.0831 -1.2830
H: -3.5279 2.4360 2.0787
H: 5.2926 0.4231 0.4866
H: 3.2281 2.1962 -2.8016
H: 0.2484 -6.0078 -1.9116
H: -5.8671 5.7073 0.5961
H: 4.4897 1.9759 0.7774
H: 4.0773 -1.5321 -1.4564
H: 2.0187 -2.7963 1.7654
H: -0.4283 -2.3737 5.5231
H: -2.0302 5.6169 -2.1766
H: -2.8038 -3.1217 -2.8063
H: -4.1413 6.1409 -1.1222
H: 3.8513 -0.5400 -2.8906
H: 0.0177 4.2581 -2.3190
H: -2.3803 0.6465 3.1920
H: -2.3682 -0.8637 5.1526
H: 3.8199 0.5057 1.4783
H: -5.5324 3.8350 2.2020
H: 1.4662 -2.3424 3.9579

***

Record 6
Density functional theory data (the ωB97M-V functional and the def2-TZVPD basis) for C6H8N2O as an isolated structure.

The HOMO energy comes out at -9.2963 eV. Its total energy is -11375.73111 eV. For the orbital gap, the calculation gives 10.197 eV. The value obtained for the relative energy (zero: lowest compared OMol25 entry of this formula, charge and spin) is 348.87 kJ/mol.

Cartesian coordinates (Å):
O: -1.5549 -0.0858 -1.2165
N: 1.6431 -1.3071 -0.3435
N: 1.7191 0.9726 0.1957
C: -1.1409 0.9007 -0.2075
C: 2.3482 -0.2479 -0.1391
C: 0.3755 0.6306 -0.3864
C: -1.2010 -1.0520 -0.2209
C: 0.3353 -0.7989 0.1187
C: -1.7307 -0.0526 0.8480
H: -1.3888 -0.1201 1.8868
H: -1.5483 -2.0878 -0.3066
H: 0.3840 -0.8494 1.2166
H: 3.4261 -0.2305 -0.2598
H: 0.5017 0.5881 -1.4945
H: -1.4716 1.9069 -0.4855
H: 2.1284 1.8214 -0.1816
H: -2.8252 0.0118 0.9762

***

Maximum force readings, ordered: 7.364, 3.500, 0.834, 2.087, 0.841, 1.796 eV/Å